{
  "formula": "CH2IO3S",
  "method": "ωB97M-V/def2-TZVPD",
  "charge": -1,
  "total_energy_ha": -960.95544,
  "spin_multiplicity": 1,
  "e_homo_ha": -0.1782,
  "elements": ["C", "O", "O", "O", "S", "I", "H", "H"],
  "positions_angstrom": [[-0.076, 0.711, -0.084], [2.415, 3.313, 1.161], [2.267, 2.263, -0.989], [0.402, 1.770, 0.677], [1.583, 3.060, -0.016], [-2.286, 0.928, -0.528], [0.218, 0.751, -1.218], [0.132, -0.369, 0.324]]
}


{
  "formula": "C4H12O3",
  "method": "ωB97M-V/def2-TZVPD",
  "total_energy_ha": -385.27905,
  "spin_multiplicity": 1,
  "e_homo_ha": -0.3709,
  "smiles": "CCOCOC.O",
  "elements": ["C", "C", "O", "C", "O", "C", "H", "H", "H", "H", "H", "H", "H", "H", "H", "H", "O", "H", "H"],
  "positions_angstrom": [[-0.198, 1.047, 2.560], [0.471, 0.422, 1.347], [-0.035, 1.056, 0.162], [0.658, 0.487, -0.878], [0.200, -0.811, -1.199], [0.776, -1.387, -2.358], [0.007, 2.130, 2.573], [0.190, 0.604, 3.493], [-1.290, 0.895, 2.527], [1.570, 0.509, 1.441], [0.220, -0.656, 1.316], [1.733, 0.327, -0.665], [0.585, 1.069, -1.817], [1.878, -1.402, -2.298], [0.480, -0.774, -3.227], [0.418, -2.418, -2.516], [-2.882, -0.561, -0.033], [-1.945, -0.765, 0.186], [-2.834, 0.230, -0.616]]
}


{
  "formula": "C3H6N2O2",
  "method": "ωB97M-V/def2-TZVPD",
  "total_energy_ha": -377.69121,
  "spin_multiplicity": 1,
  "e_homo_ha": -0.3394,
  "elements": ["C", "C", "C", "H", "H", "H", "H", "H", "H", "N", "N", "O", "O"],
  "positions_angstrom": [[-0.337, 0.709, 1.243], [-0.050, -1.472, 0.433], [0.191, -0.474, -0.700], [-0.058, 2.445, -0.517], [1.002, 0.906, 1.732], [-0.830, 1.362, 1.586], [-0.148, -0.979, 2.377], [0.914, -2.009, 0.668], [-0.701, -2.104, -0.139], [-0.427, 0.669, -0.203], [-0.571, -0.803, 1.481], [0.311, 1.816, -0.842], [0.687, -0.723, -1.722]]
}


{
  "formula": "C26H29AsClN7O4S2Y",
  "method": "ωB97M-V/def2-TZVPD",
  "charge": 1,
  "total_energy_ha": -5223.17556,
  "spin_multiplicity": 1,
  "e_homo_ha": -0.3846,
  "elements": ["Y", "N", "C", "S", "N", "N", "C", "C", "C", "C", "C", "C", "N", "H", "H", "H", "H", "H", "H", "H", "S", "C", "C", "N", "C", "H", "H", "H", "N", "C", "O", "C", "C", "C", "N", "C", "C", "H", "H", "H", "H", "H", "H", "Cl", "C", "C", "C", "C", "C", "C", "C", "O", "O", "H", "H", "H", "H", "C", "As", "C", "C", "O", "H", "H", "H", "H", "H", "H", "H", "H", "H"],
  "positions_angstrom": [[-0.880, -0.584, -0.036], [0.816, 0.267, 4.079], [-0.009, 0.488, 3.023], [-1.369, -0.585, 2.814], [0.326, 1.490, 2.249], [-0.467, 1.535, 1.112], [-0.827, 2.695, 0.729], [-1.699, 2.820, -0.449], [-2.033, 4.072, -0.941], [-2.871, 4.154, -2.042], [-3.340, 2.981, -2.606], [-2.945, 1.771, -2.053], [-2.143, 1.677, -0.995], [0.464, -0.283, 4.843], [1.497, 0.980, 4.287], [-0.523, 3.580, 1.283], [-1.636, 4.960, -0.470], [-3.150, 5.115, -2.451], [-3.997, 2.990, -3.463], [-3.269, 0.831, -2.484], [0.224, -4.427, -3.222], [1.678, -3.547, -3.041], [1.560, -2.683, -2.005], [0.366, -2.741, -1.327], [-0.423, -3.620, -1.881], [2.522, -3.695, -3.691], [2.322, -1.994, -1.674], [-1.422, -3.802, -1.518], [4.820, -4.408, 2.999], [4.865, -3.350, 2.156], [5.892, -2.927, 1.674], [3.542, -2.699, 1.822], [2.310, -3.326, 1.957], [1.170, -2.633, 1.596], [1.210, -1.394, 1.098], [2.392, -0.789, 0.979], [3.583, -1.404, 1.327], [5.691, -4.844, 3.249], [3.985, -4.678, 3.484], [2.210, -4.342, 2.312], [0.187, -3.081, 1.682], [2.380, 0.222, 0.591], [4.531, -0.902, 1.208], [0.525, -0.356, -8.506], [0.184, -0.338, -6.807], [-0.963, -0.963, -6.341], [-1.228, -0.944, -4.983], [-0.352, -0.311, -4.108], [0.791, 0.316, -4.594], [1.066, 0.304, -5.950], [-0.624, -0.322, -2.653], [-1.676, -0.868, -2.204], [0.215, 0.196, -1.848], [-1.627, -1.454, -7.037], [-2.111, -1.432, -4.592], [1.461, 0.805, -3.901], [1.950, 0.781, -6.346], [-4.431, -0.361, 0.777], [-3.850, -2.181, 0.763], [-4.916, -3.095, -0.523], [-4.161, -2.920, 2.487], [-2.229, -2.352, 0.321], [-5.511, -0.369, 0.929], [-4.210, 0.115, -0.178], [-3.932, 0.169, 1.589], [-5.973, -2.992, -0.279], [-4.638, -4.150, -0.524], [-4.717, -2.666, -1.505], [-5.222, -2.836, 2.724], [-3.569, -2.376, 3.222], [-3.863, -3.967, 2.474]]
}


{
  "formula": "C2H2O2",
  "method": "ωB97M-V/def2-TZVPD",
  "total_energy_ha": -227.65070,
  "spin_multiplicity": 1,
  "e_homo_ha": -0.2802,
  "elements": ["C", "C", "O", "O", "H", "H"],
  "positions_angstrom": [[-0.340, -0.746, 1.114], [-0.068, 0.068, -0.610], [0.864, -0.848, 1.579], [-1.060, 0.748, -1.124], [1.526, -0.319, 1.079], [-0.922, 1.096, -2.037]]
}


{
  "formula": "C3H6N2O2",
  "method": "ωB97M-V/def2-TZVPD",
  "total_energy_ha": -377.77156,
  "spin_multiplicity": 1,
  "e_homo_ha": -0.3646,
  "elements": ["C", "C", "C", "N", "N", "O", "O", "H", "H", "H", "H", "H", "H"],
  "positions_angstrom": [[0.366, 0.417, -0.252], [1.226, -0.796, 0.003], [-0.978, -0.358, -0.427], [0.442, -1.933, -0.069], [-0.722, -1.705, -0.469], [-2.000, 0.090, -1.141], [-1.737, -0.231, 1.347], [0.418, 1.123, 0.486], [0.593, 0.791, -1.266], [2.159, -1.116, -0.513], [1.486, -0.843, 1.033], [-1.936, 1.052, -0.987], [-2.338, -0.878, 1.449]]
}


In the order shown, the computed Kohn-Sham gap values come out to 7.7899 10.9811 9.9821 7.7721 7.3525 9.6845 eV.